{
  "formula": "C22H29N7",
  "method": "ωB97M-V with the def2-TZVPD basis set",
  "spin_multiplicity": 2,
  "total_charge": -1,
  "relative_energy_kj_mol": 0.00,
  "homo_energy_ev": [0.72, -5.18],
  "symbols": ["C", "C", "N", "H", "H", "H", "C", "C", "N", "H", "H", "H", "C", "C", "N", "H", "H", "H", "N", "C", "C", "C", "C", "H", "H", "H", "H", "H", "N", "C", "C", "C", "C", "H", "H", "H", "H", "H", "N", "C", "C", "C", "C", "H", "H", "H", "H", "H", "N", "C", "C", "C", "C", "H", "H", "H", "H", "H"],
  "positions_angstrom": [[-5.365520, -20.307810, -6.566790], [-4.674310, -21.237370, -7.428660], [-4.087250, -21.974640, -8.114420], [-4.799960, -19.376650, -6.532280], [-5.394690, -20.766430, -5.578400], [-6.393360, -20.092280, -6.858660], [-8.163450, -20.966910, -3.902300], [-8.635150, -20.033460, -4.894470], [-9.038780, -19.313470, -5.700900], [-8.869710, -20.989820, -3.072370], [-7.211060, -20.574360, -3.546000], [-7.997810, -21.966990, -4.302930], [-5.184390, -23.672320, -11.064550], [-6.166810, -24.620700, -10.516830], [-6.997180, -25.370830, -10.133140], [-5.174220, -23.561970, -12.148910], [-4.155130, -23.962950, -10.854180], [-5.252420, -22.688650, -10.599940], [1.010570, -18.365190, -6.034500], [-0.173690, -18.407890, -5.337560], [-1.144720, -18.829520, -6.216610], [-0.507040, -19.070270, -7.430280], [0.813690, -18.742730, -7.329150], [1.930330, -18.265120, -5.629360], [-0.140760, -18.109130, -4.300230], [-2.207940, -18.981520, -6.103190], [-1.062130, -19.356490, -8.311390], [1.626100, -18.726670, -8.040580], [-8.178390, -20.547000, -11.285590], [-8.074170, -21.550760, -10.332890], [-7.941280, -20.991710, -9.144240], [-8.013120, -19.612010, -9.375140], [-8.117080, -19.342870, -10.723110], [-8.395670, -20.713330, -12.257810], [-8.202480, -22.601970, -10.544810], [-7.835940, -21.557830, -8.230560], [-7.912420, -18.943140, -8.533190], [-8.115400, -18.489330, -11.384830], [-3.202050, -21.297100, -3.694940], [-4.277390, -22.230970, -3.671380], [-4.031130, -23.144380, -4.707230], [-2.891970, -22.731180, -5.378120], [-2.392330, -21.554050, -4.753590], [-3.086060, -20.566220, -3.007580], [-5.113580, -22.090480, -3.002460], [-4.669030, -23.986380, -4.931950], [-2.467000, -23.186650, -6.260360], [-1.558180, -20.895670, -4.946270], [-4.616660, -16.716970, -7.628040], [-5.944200, -17.032860, -7.483970], [-6.114920, -17.153890, -6.134930], [-4.920640, -16.837480, -5.482590], [-3.999430, -16.554400, -6.424010], [-4.116180, -16.620280, -8.499980], [-6.558000, -17.312960, -8.327290], [-7.013480, -17.624820, -5.764520], [-4.728530, -16.834640, -4.419820], [-2.947990, -16.316520, -6.358590]],
  "atomic_forces_ev_per_a": [[0.1, 0.0, 0.4], [0.9, -1.4, -1.8], [-1.1, 1.3, 0.9], [-0.1, 0.0, 0.1], [0.1, 0.1, 0.2], [0.2, -0.1, -0.3], [0.2, 0.1, 0.4], [-0.7, 0.4, -1.1], [0.3, -0.3, 0.4], [0.1, -0.1, 0.0], [0.2, -0.1, 0.3], [-0.1, 0.1, -0.1], [0.8, 0.2, 0.2], [-2.4, -2.0, 0.7], [2.8, 2.5, -1.2], [-0.7, -0.2, 0.0], [-0.1, -0.4, 0.4], [-0.4, 0.0, 0.1], [0.4, 0.1, 0.2], [0.4, 0.1, 0.1], [-0.1, 0.1, 0.7], [-0.3, 0.1, -1.6], [0.2, -0.2, 0.1], [-0.4, 0.2, 0.1], [-0.4, -0.2, -0.1], [0.1, 0.2, 0.5], [0.3, -0.1, -0.1], [-0.1, -0.1, 0.0], [-0.2, -2.7, -1.5], [-0.5, -1.3, -2.6], [-0.1, 0.4, 1.2], [0.7, 2.0, 1.5], [0.0, 0.4, 1.1], [0.2, 0.0, 0.3], [0.1, 0.1, -0.4], [-0.1, 0.4, 0.1], [-0.1, 0.4, -0.3], [-0.1, 0.3, 0.6], [-2.2, -1.4, -0.1], [1.9, 0.6, -0.7], [-1.1, 0.9, 1.6], [1.9, 1.6, 0.0], [-0.6, -1.7, -0.2], [-0.1, 0.1, -0.1], [0.2, -0.2, 0.1], [0.1, 0.0, -0.1], [0.0, 0.1, 0.1], [0.0, -0.4, -0.1], [0.7, 0.6, -1.5], [1.1, -0.3, 0.2], [-1.8, -0.6, -0.3], [0.0, 0.0, 1.6], [0.5, -0.1, -0.8], [-0.3, 0.0, 0.1], [0.1, 0.2, 0.2], [0.0, 0.4, 0.5], [-0.1, -0.1, 0.0], [-0.1, 0.0, 0.0]],
  "lowdin_spin": [0.010, 0.005, 0.002, 0.001, 0.008, 0.001, 0.188, 0.065, 0.004, 0.044, 0.064, 0.024, 0.003, 0.003, 0.001, 0.001, 0.001, 0.000, 0.004, 0.036, 0.004, 0.005, 0.012, 0.009, 0.024, 0.003, 0.003, 0.002, 0.001, 0.003, 0.004, 0.001, 0.005, 0.002, 0.000, 0.004, 0.000, 0.001, 0.031, 0.096, 0.011, 0.005, 0.019, 0.096, 0.056, 0.008, 0.002, 0.003, 0.004, 0.004, 0.012, 0.038, 0.013, 0.005, 0.001, 0.005, 0.040, 0.003]
}

{
  "formula": "C22H29N8SbW",
  "method": "ωB97M-V with the def2-TZVPD basis set",
  "spin_multiplicity": 3,
  "total_charge": 4,
  "homo_energy_ev": [-19.50, -20.61],
  "symbols": ["W", "C", "C", "C", "C", "C", "C", "N", "Sb", "C", "C", "C", "C", "C", "C", "N", "C", "C", "C", "C", "C", "C", "N", "H", "H", "H", "H", "H", "H", "H", "H", "H", "H", "H", "H", "H", "H", "H", "H", "H", "H", "C", "N", "C", "C", "N", "N", "C", "N", "N", "H", "H", "H", "H", "H", "H", "H", "H", "H", "H", "H"],
  "positions_angstrom": [[11.791689, 7.483408, 10.844669], [13.455641, 10.751243, 10.010803], [14.372499, 9.727186, 10.660296], [15.599925, 10.133061, 11.169271], [16.651557, 9.230750, 11.326802], [16.386130, 7.875955, 11.053378], [14.966898, 7.524110, 10.976355], [13.989813, 8.420678, 10.755776], [14.759999, 5.396302, 10.769977], [13.092782, 5.271907, 12.125424], [13.174734, 4.174778, 12.984801], [12.437348, 4.291030, 14.198739], [11.959999, 5.509418, 14.530683], [12.117374, 6.597253, 13.741878], [11.736192, 7.964067, 14.296945], [12.342416, 6.396435, 12.402091], [12.280900, 6.444793, 9.185557], [12.521046, 5.107851, 8.689402], [13.002395, 4.992635, 7.403737], [13.237897, 6.180668, 6.682140], [12.973371, 7.444454, 7.234476], [13.118540, 8.754759, 6.491608], [12.356452, 7.486481, 8.426525], [13.977289, 11.376342, 9.309341], [13.117780, 11.450850, 10.839136], [12.615122, 10.313837, 9.416650], [15.692121, 11.204161, 11.415575], [17.670271, 9.592861, 11.454118], [17.119138, 7.070820, 11.110002], [13.642816, 3.236193, 12.713352], [12.353493, 3.511605, 14.930362], [11.427951, 5.631056, 15.511986], [11.743180, 7.837097, 15.386538], [10.735479, 8.316377, 13.997312], [12.454493, 8.691130, 13.979194], [12.163405, 4.258393, 9.251826], [13.232750, 4.032251, 6.871541], [13.595683, 6.024546, 5.678148], [14.147408, 8.854685, 6.159025], [12.742297, 9.547750, 7.150243], [12.433118, 8.697720, 5.637022], [7.663540, 4.964707, 11.870193], [7.588550, 6.402012, 11.389585], [6.202339, 7.011748, 11.298410], [8.683053, 7.111276, 11.180183], [9.876334, 6.654030, 10.928203], [8.512397, 8.478542, 11.139057], [9.459883, 9.462905, 11.088170], [8.998384, 10.717157, 10.863966], [10.801550, 9.226440, 11.147606], [6.807101, 4.707651, 12.548952], [8.601109, 4.759940, 12.410484], [7.709765, 4.318251, 10.993630], [5.430384, 6.237839, 11.365910], [6.146825, 7.518978, 10.332070], [6.080459, 7.800068, 12.050128], [9.820856, 5.658228, 10.697671], [7.629901, 8.829198, 11.441667], [8.021277, 10.874876, 11.001950], [9.599793, 11.539058, 11.002750], [11.339248, 10.138432, 11.117367]],
  "atomic_forces_ev_per_a": [[1.2, 1.2, -1.0], [-1.0, -0.1, 1.4], [-1.0, -0.3, 0.0], [0.5, 0.5, 0.2], [-0.1, -0.3, -0.9], [-2.8, 0.0, 0.8], [2.7, -0.4, -0.6], [-0.4, 0.2, -0.1], [-0.9, 0.2, -0.3], [0.5, -1.0, -0.8], [-1.3, 0.8, 0.4], [1.1, -1.0, -0.9], [-0.8, -0.3, 2.9], [-2.5, 2.1, -1.5], [-0.4, -1.2, -0.2], [2.0, -0.4, 3.3], [-0.3, -3.3, -0.7], [-0.1, 0.8, 1.6], [0.8, 0.4, -1.9], [0.2, -1.2, 0.6], [-1.2, 0.5, -0.9], [-0.8, -1.1, 0.5], [1.0, 1.7, 0.2], [0.6, 0.2, -0.2], [0.0, -0.6, -1.0], [0.6, 0.2, 0.8], [0.4, -0.6, -0.5], [-0.2, -0.1, 0.4], [0.1, 0.4, -0.2], [0.4, 0.2, 0.0], [-0.1, -0.7, -0.1], [0.9, 0.0, -0.9], [0.0, 0.5, -0.3], [0.2, -0.3, 0.0], [0.5, 0.6, 0.0], [0.3, -0.2, 0.2], [-0.5, 0.9, 0.9], [0.2, 0.6, -0.2], [0.0, 0.4, -0.1], [0.5, 0.0, -0.3], [0.4, 0.2, -0.1], [0.2, 0.2, -0.2], [-0.7, -0.8, 1.0], [1.1, 0.4, -0.4], [-1.3, 0.3, -0.1], [0.9, -1.4, -0.1], [0.8, 1.2, 0.4], [0.8, 1.1, -1.0], [1.1, -1.2, 1.0], [-0.8, 1.7, -0.3], [0.7, 0.5, -0.9], [-0.3, 0.5, 0.0], [-0.5, -0.1, 0.1], [0.4, 0.2, 0.1], [-0.3, -0.3, -0.1], [-0.3, -0.5, 0.3], [0.1, 0.3, 0.2], [-0.8, 0.0, 0.0], [-0.6, 0.4, -0.2], [-0.4, -0.6, -0.2], [-0.8, -1.4, -0.1]],
  "lowdin_spin": [1.539, 0.004, 0.014, -0.002, 0.008, 0.007, 0.007, 0.004, 0.031, 0.023, 0.013, 0.062, -0.004, 0.053, 0.008, -0.013, -0.016, 0.015, 0.008, 0.038, -0.002, -0.002, 0.047, 0.001, 0.001, 0.001, 0.000, 0.000, 0.000, 0.000, 0.002, -0.001, 0.000, 0.003, 0.001, 0.002, 0.000, 0.002, 0.000, 0.000, -0.001, 0.003, 0.026, 0.002, 0.017, 0.046, 0.002, 0.005, -0.001, 0.028, 0.001, 0.000, 0.001, 0.000, 0.001, 0.001, 0.008, 0.000, 0.000, 0.000, 0.010]
}